60
Properties=species:S:1:pos:R:3 method="wB97M-V/def2-TZVPD" total_energy_ha=-1843.9469 charge=0 orbital_gap_ev=8.003
C 5.79 -2.38 -2.35
C 4.47 -1.76 -1.93
C 4.40 -0.38 -1.73
C 3.22 0.19 -1.24
C 2.03 -0.57 -1.13
C 0.77 0.15 -0.89
C -0.49 -0.56 -0.84
C -1.50 -0.07 -1.65
C -2.75 -0.71 -2.01
C -3.89 0.09 -2.32
C -5.13 -0.50 -2.56
C -5.27 -1.89 -2.47
C -6.65 -2.49 -2.54
C -4.13 -2.70 -2.33
C -2.88 -2.12 -2.06
C 2.13 -1.97 -1.32
C 3.31 -2.54 -1.80
H 5.72 -3.48 -2.43
H 6.17 -1.97 -3.30
H 6.55 -2.18 -1.58
H 5.29 0.22 -1.90
H 3.20 1.25 -0.99
H 0.75 1.16 -1.44
H -0.62 -1.49 -0.20
H -1.36 0.92 -2.12
H -3.79 1.18 -2.33
H -6.03 0.12 -2.69
H -6.60 -3.58 -2.59
H -7.30 -2.21 -1.69
H -7.16 -2.13 -3.44
H -4.25 -3.79 -2.31
H -1.97 -2.72 -1.91
H 1.23 -2.58 -1.16
H 3.35 -3.61 -2.01
C -3.59 0.57 1.95
C -2.94 1.46 0.93
O -1.56 1.04 0.88
C -0.73 1.94 0.28
C 0.70 1.50 0.62
F 1.50 2.62 0.42
S 0.60 1.13 2.55
C 2.13 1.76 3.28
C 3.09 0.85 3.73
C 4.24 1.32 4.39
C 4.42 2.70 4.58
C 3.46 3.61 4.12
C 2.29 3.13 3.49
O -0.40 2.03 3.13
O 0.53 -0.31 2.72
O -1.05 2.80 -0.54
H -4.67 0.68 1.79
H -3.28 -0.48 1.83
H -3.31 0.88 2.98
H -3.39 1.38 -0.09
H -2.95 2.50 1.27
H 2.90 -0.23 3.60
H 4.97 0.59 4.78
H 5.31 3.06 5.12
H 3.59 4.69 4.26
H 1.50 3.83 3.18



74
Properties=species:S:1:pos:R:3 method="wB97M-V/def2-TZVPD" total_energy_ha=-6999.2134 charge=-1 orbital_gap_ev=8.875
Ga -0.85 -0.37 2.36
B 0.71 0.03 5.32
N -0.75 -0.56 5.33
C -1.48 -0.89 6.40
C -2.77 -1.19 6.00
C -2.75 -1.01 4.62
N -1.53 -0.63 4.23
N 1.51 -0.73 4.22
C 2.72 -1.28 4.28
C 3.06 -1.77 3.03
C 1.97 -1.46 2.23
N 1.05 -0.83 2.96
H 0.66 1.20 5.06
H 1.22 -0.21 6.39
H -1.02 -0.90 7.37
H -3.60 -1.50 6.61
H -3.54 -1.12 3.89
H 3.25 -1.30 5.22
H 3.97 -2.28 2.75
H 1.78 -1.68 1.19
O -3.29 -3.23 2.11
As -2.11 -3.01 0.84
O -1.56 -4.43 0.30
O -0.91 -1.99 1.46
C -2.98 -2.02 -0.58
C -2.83 -2.61 -1.83
C -3.34 -2.00 -2.97
C -4.01 -0.79 -2.86
C -4.17 -0.19 -1.62
C -3.66 -0.80 -0.48
S -3.99 0.01 1.08
O -4.76 -0.94 1.86
O -4.65 1.25 0.78
O -2.65 0.23 1.69
H -3.93 -2.49 2.10
H -2.27 -3.53 -1.89
H -3.20 -2.47 -3.93
H -4.41 -0.31 -3.75
H -4.70 0.75 -1.52
C 4.54 0.22 -6.90
C 3.60 -0.14 -5.79
C 2.81 -1.29 -5.85
C 1.96 -1.63 -4.81
C 1.88 -0.81 -3.70
C 2.67 0.33 -3.60
C 3.51 0.66 -4.65
S 0.80 -1.32 -2.35
C -0.43 -0.03 -2.57
O 0.17 -2.59 -2.80
H 4.38 -0.42 -7.77
H 5.58 0.10 -6.59
H 4.41 1.25 -7.21
H 2.87 -1.93 -6.73
H 1.35 -2.52 -4.84
H 2.62 0.97 -2.73
H 4.12 1.56 -4.58
H -0.89 -0.17 -3.55
H 0.05 0.95 -2.50
H -1.16 -0.14 -1.78
O 1.63 2.05 -0.89
C 1.40 3.12 -0.11
C 1.95 4.34 -0.47
C 1.74 5.46 0.32
C 0.99 5.38 1.49
C 0.45 4.16 1.85
C 0.64 3.03 1.07
C 0.05 1.74 1.48
O -0.50 1.60 2.60
O 0.10 0.72 0.71
H 1.15 1.29 -0.47
H 2.54 4.40 -1.38
H 2.17 6.40 0.02
H 0.83 6.25 2.10
H -0.14 4.05 2.76



67
Properties=species:S:1:pos:R:3 method="wB97M-V/def2-TZVPD" total_energy_ha=-3461.8463 charge=-1 orbital_gap_ev=8.480
Cl -5.06 0.05 0.53
B -4.10 1.40 -0.31
Cl -3.28 0.65 -1.93
Cl -5.21 2.81 -0.88
O -3.09 1.90 0.56
C -1.88 2.44 0.11
C -1.63 3.70 0.95
C -1.11 4.80 0.30
C -0.89 6.00 1.00
C -1.24 6.06 2.36
Cl -0.93 7.51 3.23
C -1.79 4.95 3.00
C -2.03 3.76 2.29
H -1.99 2.82 -0.93
H -0.91 4.73 -0.77
H -0.48 6.86 0.49
H -2.07 5.02 4.05
H -2.54 2.92 2.75
C 0.78 -1.34 3.35
C 1.06 -2.22 2.14
C 2.32 -3.05 2.35
C -0.23 -3.05 1.65
C 0.14 -4.26 0.76
C -1.19 -3.45 2.74
O -0.89 -2.11 0.79
B 0.27 -1.66 0.18
C 0.45 -1.70 -1.35
C 1.76 -1.75 -1.84
C 1.99 -2.24 -3.11
C 0.90 -2.58 -3.91
C 1.20 -3.12 -5.27
F 0.08 -3.44 -5.97
F 1.89 -2.20 -6.02
F 1.97 -4.24 -5.19
C -0.40 -2.42 -3.48
C -0.64 -1.95 -2.20
C -0.81 1.39 0.21
C 0.51 1.69 -0.41
C 0.56 1.85 -1.81
C 1.73 2.30 -2.42
C 2.88 2.48 -1.65
C 2.89 2.12 -0.29
C 1.72 1.67 0.31
O 1.31 -1.34 1.02
H 0.66 -1.96 4.25
H 1.63 -0.67 3.52
H -0.11 -0.73 3.20
H 2.16 -3.76 3.16
H 2.59 -3.60 1.43
H 3.16 -2.40 2.62
H 0.57 -5.08 1.34
H -0.78 -4.62 0.28
H 0.83 -3.98 -0.05
H -0.69 -4.15 3.41
H -1.55 -2.59 3.30
H -2.06 -3.96 2.29
H 2.60 -1.46 -1.21
H 3.00 -2.35 -3.48
H -1.23 -2.67 -4.14
H -1.66 -1.79 -1.86
H -1.19 0.52 -0.35
H -0.69 1.03 1.24
H -0.33 1.60 -2.40
H 1.73 2.50 -3.50
H 3.80 2.87 -2.11
H 3.81 2.18 0.31
H 1.71 1.30 1.34



88
Properties=species:S:1:pos:R:3 method="wB97M-V/def2-TZVPD" total_energy_ha=-14306.7486 charge=0 orbital_gap_ev=7.377 smiles="C=CCC1=C(COCCOCC)C(=O)c2c(ccc(O)c2Cl)C1=O.ClC(Cl)Cl.ClC(Cl)Cl.ClC(Cl)Cl.ClC(Cl)Cl.ClC(Cl)Cl.ClC(Cl)Cl.ClC(Cl)Cl.ClC(Cl)Cl.ClC(Cl)Cl"
C 1.24 -6.21 -2.36
C 0.48 -4.99 -2.45
C 1.09 -3.64 -1.87
C 1.35 -2.51 -2.98
C 1.26 -1.13 -2.60
C 0.91 -0.64 -1.12
O 2.09 -0.83 -0.25
C 2.12 0.30 0.67
C 3.19 0.00 1.84
O 4.44 -0.40 1.20
C 5.08 0.76 0.60
C 6.56 0.91 1.24
C 1.55 0.06 -3.66
O 0.89 1.13 -3.70
C 2.74 -0.29 -4.71
C 2.82 -1.80 -5.14
C 3.93 -2.28 -6.11
C 4.94 -1.18 -6.60
C 4.87 0.31 -6.17
O 5.86 1.22 -6.65
C 3.73 0.80 -5.19
Cl 3.60 2.54 -4.67
C 1.75 -2.83 -4.51
O 1.26 -3.76 -5.19
H 1.34 -6.95 -3.23
H 1.74 -6.44 -1.37
H -0.53 -5.06 -2.99
H 0.46 -3.28 -0.99
H 2.14 -3.91 -1.46
H 0.08 -1.26 -0.62
H 0.67 0.48 -1.12
H 2.43 1.23 0.04
H 1.07 0.54 1.09
H 3.30 0.92 2.51
H 2.75 -0.89 2.45
H 4.53 1.74 0.86
H 5.17 0.70 -0.54
H 7.31 0.82 0.37
H 6.75 0.16 2.08
H 6.66 1.97 1.68
H 3.99 -3.38 -6.41
H 5.78 -1.55 -7.29
H 6.63 1.07 -6.04
C -1.19 2.21 3.07
Cl 0.17 1.69 4.08
Cl -1.39 3.96 3.16
Cl -0.95 1.69 1.40
H -2.09 1.74 3.45
C -3.13 1.48 6.57
Cl -2.16 0.43 7.62
Cl -2.17 2.86 6.02
Cl -3.76 0.55 5.19
H -3.97 1.85 7.14
C -1.33 -2.46 3.28
Cl -1.52 -1.22 4.53
Cl -2.84 -2.67 2.38
Cl -0.01 -2.05 2.19
H -1.09 -3.40 3.77
C -2.34 5.77 8.80
Cl -1.85 5.11 10.37
Cl -1.05 5.55 7.61
Cl -3.84 5.01 8.25
H -2.52 6.84 8.92
C -1.56 -0.42 -6.78
Cl -2.47 0.13 -5.38
Cl 0.07 -0.93 -6.30
Cl -2.41 -1.73 -7.60
H -1.46 0.41 -7.48
C -7.49 5.84 10.30
Cl -6.52 4.79 11.35
Cl -6.53 7.22 9.75
Cl -8.11 4.93 8.92
H -8.33 6.21 10.88
C 1.93 1.72 -8.98
Cl 2.37 1.07 -7.40
Cl 3.24 1.48 -10.14
Cl 0.43 0.97 -9.56
H 1.75 2.79 -8.87
C -4.79 -1.91 10.16
Cl -3.63 -1.03 11.17
Cl -4.92 -1.16 8.56
Cl -4.33 -3.61 10.02
H -5.77 -1.86 10.64
C -6.60 -2.46 -7.90
Cl -5.46 -1.59 -6.86
Cl -6.67 -1.71 -9.50
Cl -6.15 -4.16 -8.03
H -7.59 -2.40 -7.45